30
Properties=species:S:1:pos:R:3:forces:R:3:mulliken_charge:R:1 method="wB97M-V/def2-TZVPD" e_homo_ev=-12.87 total_charge=+1
F 1.955 -1.181 1.984 0.049 -0.009 -0.073 -0.208
N 0.768 -0.834 1.349 0.014 -0.089 -0.045 0.577
C 0.699 0.689 1.315 0.094 -0.016 0.057 -0.463
C -0.626 1.317 1.754 0.045 -0.015 -0.113 -0.459
C -1.472 0.435 2.658 0.072 -0.011 0.035 -0.748
C -1.637 -0.909 1.974 0.302 -0.074 -0.066 -0.438
C -0.329 -1.664 1.989 0.158 0.031 0.136 -0.620
H 0.924 -1.172 0.394 -0.143 0.079 -0.030 0.015
H 0.929 0.954 0.285 0.077 -0.020 -0.028 0.180
H 1.541 0.994 1.930 -0.062 -0.027 0.158 0.451
H -0.391 2.272 2.220 0.034 0.011 0.033 0.381
H -1.204 1.542 0.857 -0.068 0.007 -0.022 0.256
H -2.434 0.919 2.812 -0.029 -0.035 0.044 0.364
H -1.011 0.293 3.638 -0.006 0.109 0.058 0.350
H -2.382 -1.544 2.449 -0.089 0.010 -0.099 0.351
H -1.868 -0.757 0.925 -0.627 -0.026 -0.015 0.245
H -0.363 -2.589 1.420 0.003 -0.041 -0.039 0.352
H 0.025 -1.888 2.993 0.039 0.153 0.047 0.415
F -0.857 -1.201 -0.990 0.121 -0.056 -0.033 -0.377
C -0.137 -0.462 -1.894 -0.059 -0.011 0.022 0.236
C -0.717 0.669 -2.423 0.018 0.053 -0.012 -0.369
C 0.039 1.422 -3.311 -0.033 0.024 0.009 -0.472
C 1.331 1.036 -3.643 0.020 -0.027 0.008 -0.542
C 1.878 -0.113 -3.091 0.054 0.023 -0.022 -0.595
C 1.139 -0.883 -2.201 0.024 0.026 0.050 -0.148
H -1.730 0.941 -2.158 -0.009 -0.013 -0.007 0.495
H -0.390 2.314 -3.748 0.001 -0.002 -0.006 0.401
H 1.908 1.627 -4.340 0.002 0.001 -0.001 0.417
H 2.878 -0.424 -3.361 0.003 0.004 0.005 0.409
H 1.533 -1.802 -1.784 -0.005 -0.060 -0.050 0.546

18
Properties=species:S:1:pos:R:3:forces:R:3:mulliken_charge:R:1 method="wB97M-V/def2-TZVPD" smiles="C[N+](C)(O)C(N)=[NH2+]" e_homo_ev=-20.86 total_charge=+2
C 1.141 0.136 -0.106 2.450 2.942 1.294 0.530
C -0.807 -0.035 1.369 -3.301 -0.757 2.483 -0.687
C -1.006 -0.477 -1.071 1.014 -5.174 -1.698 -1.165
N 1.660 -1.058 -0.040 -0.589 -1.651 -0.610 -0.231
N 1.835 1.305 -0.007 -1.743 -2.241 -0.300 -0.291
N -0.326 0.278 -0.037 -0.214 0.858 0.109 0.456
O -0.570 1.615 -0.362 -0.734 1.336 -0.244 -0.459
H -0.125 -0.097 2.222 1.046 0.020 -0.984 0.358
H -1.567 0.693 1.832 1.071 -0.297 -1.740 0.333
H -1.425 -0.994 1.396 1.143 0.993 -0.609 0.351
H -2.067 -0.409 -1.002 -0.785 0.788 0.132 0.519
H -0.575 -0.249 -2.104 -0.635 -0.120 1.472 0.408
H -0.873 -1.664 -0.866 -0.039 2.779 -0.559 0.438
H 2.626 -1.376 -0.077 0.514 1.242 0.129 0.294
H 1.135 -1.942 -0.149 -0.454 1.063 0.166 0.236
H 2.802 1.309 0.115 2.222 -1.068 0.087 0.235
H 1.608 2.295 0.037 -1.647 -0.388 -0.258 0.253
H -1.128 1.678 -1.196 0.680 -0.326 1.129 0.421

10
Properties=species:S:1:pos:R:3:forces:R:3:mulliken_charge:R:1 method="wB97M-V/def2-TZVPD" e_homo_ev=-4.51 total_charge=-1
C 1.206 -0.378 -0.030 0.479 1.559 1.444 0.486
C -1.948 0.203 -0.201 0.533 -0.078 0.042 0.711
N 2.340 0.295 0.306 -2.093 -0.340 -0.599 -0.414
N 1.851 1.479 0.734 -0.642 0.319 -0.093 -0.496
N 0.526 1.506 0.682 1.581 0.287 0.733 -0.312
N 0.108 0.330 0.279 0.333 -0.147 -0.856 0.074
S 0.995 -1.959 -0.607 -0.286 -1.695 -0.374 -0.338
S -2.090 -1.053 -1.139 -0.922 -0.792 -0.963 -0.475
S -2.570 1.409 0.532 -0.526 1.274 0.797 -0.338
H -0.417 -1.831 -0.557 1.543 -0.388 -0.132 0.101

24
Properties=species:S:1:pos:R:3:forces:R:3:mulliken_spin:R:1 method="wB97M-V/def2-TZVPD" s2=0.7502 e_homo_ev="0.81 / -6.35" total_charge=-1 spin_multiplicity=2
C -1.852 -1.877 -0.645 0.041 -0.125 -0.901 0.109
C 1.651 -1.788 -1.997 0.455 0.541 0.791 0.226
C 0.224 -2.237 -1.861 -0.299 -0.468 -0.033 0.023
O -0.288 -3.014 -2.659 -0.046 0.209 -0.132 -0.012
N -0.405 -1.823 -0.738 -0.095 0.779 -0.115 -0.239
H -0.005 -1.043 -0.227 -0.002 -0.042 0.096 0.002
H -2.178 -2.899 -0.783 -0.180 -0.296 0.351 0.019
H 2.234 -2.429 -1.330 0.224 -0.229 -0.435 0.009
H -2.169 -1.430 0.280 -0.014 -0.103 0.459 -0.019
H -2.339 -1.321 -1.459 0.214 0.072 0.047 -0.001
H 2.008 -1.780 -3.022 -0.065 -0.394 0.003 -0.029
H 1.828 -0.793 -1.576 -0.270 0.053 -0.109 -0.036
C -0.315 1.674 3.167 0.347 -0.906 0.129 1.569
C 0.568 2.158 -0.473 -0.122 0.140 0.894 1.737
C -0.234 1.351 1.698 0.865 0.247 -0.211 2.520
O -0.333 0.204 1.261 -0.197 -0.046 0.187 -1.698
N 0.207 2.358 0.924 -0.379 0.035 -0.743 -0.663
H -0.891 2.569 3.384 -0.016 -0.016 0.136 -0.712
H 0.127 3.329 1.205 0.020 -0.113 0.463 -0.707
H 1.097 1.228 -0.529 0.370 -0.506 -0.189 0.445
H -0.628 0.763 3.672 -0.743 0.192 0.084 -0.156
H 0.715 1.749 3.539 0.015 0.577 -0.233 -0.188
H -0.295 2.092 -1.141 0.040 0.299 -0.012 0.108
H 1.273 2.957 -0.690 -0.162 0.099 -0.525 -1.309

22
Properties=species:S:1:pos:R:3:forces:R:3:mulliken_charge:R:1 method="wB97M-V/def2-TZVPD" e_homo_ev=-6.02 total_charge=0
Br -1.500 -2.814 5.312 0.084 0.306 -0.539 -0.868
C 0.556 -0.762 -1.733 0.082 0.064 0.759 -0.887
N 0.263 0.402 -0.796 -1.208 0.681 -1.758 -0.022
C 1.078 1.638 -1.417 -0.734 -0.572 1.728 -0.854
C -1.258 0.819 -0.924 0.486 -0.515 0.599 -0.921
C 0.624 0.081 0.684 0.043 1.089 0.840 -0.482
C -0.374 -0.766 1.532 -1.268 -0.653 0.239 -0.450
O 0.155 -1.402 2.678 2.070 1.314 -2.156 -0.380
H 0.178 -1.685 -1.294 0.118 0.118 0.131 0.371
H 1.643 -0.778 -1.815 -0.139 -0.338 -0.084 0.388
H 0.104 -0.657 -2.719 -0.013 0.462 0.180 0.369
H 0.957 2.522 -0.791 -0.277 -0.270 0.381 0.387
H 0.651 1.932 -2.375 0.222 -0.721 -0.104 0.360
H 2.145 1.414 -1.395 -0.232 -0.321 -0.384 0.379
H -1.542 1.095 -1.939 0.716 0.157 -0.041 0.386
H -1.486 1.622 -0.223 0.430 0.104 -0.124 0.409
H -1.950 0.017 -0.668 0.599 -0.424 0.207 0.394
H 0.712 1.104 1.049 -0.024 -0.129 0.551 0.334
H 1.607 -0.371 0.816 0.100 -0.107 -0.771 0.372
H -0.796 -1.525 0.873 -0.051 -0.308 -0.423 0.217
H -1.239 -0.189 1.860 -0.003 0.540 -0.266 0.377
H -0.527 -1.697 3.285 -1.000 -0.478 1.032 0.122

14
Properties=species:S:1:pos:R:3:forces:R:3:mulliken_charge:R:1 method="wB97M-V/def2-TZVPD" e_homo_ev=-5.09 total_charge=0
C 1.739 0.534 0.415 -1.932 0.283 -1.196 -0.153
C 0.624 0.377 -0.057 2.374 1.386 0.402 -0.279
C -0.620 0.547 -0.816 -0.090 -0.692 0.089 -0.274
C -1.617 1.414 -0.088 -0.304 0.185 -0.001 0.058
O -2.311 2.246 -0.631 0.288 -0.198 0.059 -0.331
Yb -2.472 3.793 -2.898 0.004 -0.075 0.096 -0.160
H 2.739 0.806 0.705 -0.452 -0.503 0.179 0.371
H -1.104 -0.439 -0.939 -0.054 0.235 -0.054 0.273
H -0.433 0.951 -1.820 -0.008 -0.065 0.267 0.164
H -1.720 1.233 1.000 0.085 0.037 -0.165 0.343
C 1.256 -2.245 1.543 0.072 -0.112 -0.257 -0.099
O 1.494 -3.426 1.031 -0.983 -0.329 0.123 -0.388
H 0.629 -2.444 2.442 0.390 -0.391 0.189 0.105
H 1.797 -3.346 0.115 0.610 0.239 0.268 0.370